Entry from the OMol25 dataset: an isolated molecule of C3H10N2O in a non-equilibrium geometry (ωB97M-V/def2-TZVPD).

Computed properties:
- SMILES string = NCCNCO
- HOMO-LUMO gap (eV) = 9.6
- energy above the lowest of the compared OMol25 structures with the same formula, charge and spin (eV) = 1.864
- E_LUMO (eV) = 0.94

ORCA input file:
```
! wB97M-V def2-TZVPD RIJCOSX def2/J DEFGRID3
* xyz 0 1
C 0.0324 -0.1434 -0.4331
N -0.0396 0.9110 0.5820
C -1.3134 1.6504 0.5867
O -2.4108 0.9693 0.0223
C 1.4088 -0.8203 -0.4790
N 1.2562 -2.2568 -0.6387
H -0.7624 -0.8687 -0.2963
H -0.1649 0.2860 -1.4330
H 0.7031 1.5766 0.5425
H -1.2462 2.6864 0.2421
H -1.5556 1.8543 1.6475
H -2.6597 0.3496 0.7237
H 1.8931 -0.4544 0.4412
H 2.0119 -0.3724 -1.2705
H 0.7120 -2.6648 0.1265
H 2.1351 -2.7028 -0.3639
*
```

Entry from the OMol25 dataset: a cluster of 12 separate species, C4H30NO14 in total in a non-equilibrium geometry (ωB97M-V/def2-TZVPD).

Computed properties:
- HOMO-LUMO gap (eV) = 8.9
- energy above the lowest of the compared OMol25 structures with the same formula, charge and spin (eV) = 1.995
- E_LUMO (eV) = 2.41

ORCA input file:
```
! wB97M-V def2-TZVPD RIJCOSX def2/J DEFGRID3
* xyz -1 1
C -0.9172 -2.3616 -0.3765
C 0.3912 -1.5981 -0.6519
C 0.8784 -1.7467 -2.0979
O -0.1783 -1.8424 -3.0680
N 0.2066 -0.1809 -0.3459
C 1.3156 0.6954 -0.1997
O 2.3418 0.1483 0.2514
O 1.1030 1.9000 -0.4864
H -0.7277 -3.0638 0.4334
H -1.6811 -1.6687 -0.0606
H -1.1532 -2.9318 -1.2655
H 1.2344 -1.8917 -0.0394
H 1.4130 -2.7012 -2.1685
H 1.6862 -1.0689 -2.3661
H 0.0172 -1.1476 -3.7075
H -0.6851 0.2273 -0.5632
H 3.6518 -1.0782 2.8660
H 2.7277 -0.6821 1.7010
O 2.8851 -1.3833 2.3711
H -3.0092 -2.8903 -2.7099
H -2.3175 -1.6932 -3.3308
O -3.1835 -1.9976 -3.0294
H -0.5750 3.0952 0.7036
H -2.0686 3.2123 1.3359
O -1.1500 3.4765 1.3731
H 0.4250 0.7373 4.8690
H 1.4868 0.5663 3.8541
O 1.1366 1.2334 4.4525
H 1.4509 -3.1613 2.0647
H 0.2845 -2.9718 2.9011
O 0.7775 -3.7092 2.4977
H -0.6820 -0.8262 2.7336
H 0.8082 -0.6697 2.2395
O 0.2441 -0.9072 2.9834
H -2.4641 1.4260 -0.3763
H -3.0938 0.1527 0.0077
O -3.0196 1.0553 0.3489
H 2.2998 1.8847 -3.4158
H 2.0525 0.7204 -2.6473
O 2.3998 0.9235 -3.5307
H 0.8598 4.3000 -1.9048
H 1.0986 2.8506 -1.9989
O 1.0634 3.6402 -2.5788
H -2.9279 0.1507 2.1052
H -3.7388 0.6316 3.2301
O -2.9914 0.0445 3.0712
H -1.1711 2.3018 -1.5854
H -1.5614 1.3062 -2.5747
O -1.9883 1.9577 -1.9977
*
```

Entry from the OMol25 dataset: an isolated molecule of C4H4NP in a non-equilibrium geometry (ωB97M-V/def2-TZVPD).

Computed properties:
- SMILES string = N#CC#CCP
- HOMO-LUMO gap (eV) = 9.6
- energy above the lowest of the compared OMol25 structures with the same formula, charge and spin (eV) = 1.548
- E_LUMO (eV) = -0.14

ORCA input file:
```
! wB97M-V def2-TZVPD RIJCOSX def2/J DEFGRID3
* xyz 0 1
C -0.3883 1.2322 -0.0581
C -1.5990 1.0182 -0.0448
C -2.2540 -0.1826 0.0489
C 0.9870 0.8561 0.0684
N -2.4250 -1.3247 0.1861
P 0.7362 -1.0504 0.5165
H 1.5430 0.8173 -0.7512
H 1.4303 1.4582 0.8055
H 1.9911 -1.3362 -0.0099
H -0.0213 -1.4880 -0.7613
*
```

Entry from the OMol25 dataset: a structure of composition C8H10Cl2CuN2 in a non-equilibrium geometry (ωB97M-V/def2-TZVPD).

Computed properties:
- <S²> = 2.03
- HOMO-LUMO gap (alpha / beta) (eV) = 9.3 / 4.2
- E_LUMO (alpha / beta) (eV) = -3.57 / -8.06

ORCA input file:
```
! wB97M-V def2-TZVPD RIJCOSX def2/J DEFGRID3
* xyz 1 3
Cu -0.8420 -0.0057 -0.3915
Cl -1.9965 -2.1503 -0.8106
Cl -2.2118 1.8530 -1.2649
N 1.2116 -1.2232 -2.5832
C 1.4486 -1.3894 -1.2213
C 1.9257 -0.1963 -0.7261
C 1.7258 0.8105 -1.7279
C 1.1471 0.1628 -2.8451
H 0.9043 -1.9629 -3.1985
H 1.5383 -2.4282 -0.9398
H 2.4435 -0.0564 0.2113
H 1.9762 1.8536 -1.6022
H 1.0390 0.4300 -3.8859
N -2.1497 0.3495 2.2601
C -1.4746 1.5330 2.1171
C -0.1610 1.2264 1.8463
C -0.0134 -0.1593 1.9075
C -1.2748 -0.7248 2.0855
H -3.1211 0.1600 2.4616
H -2.0447 2.4028 2.4081
H 0.6375 1.9492 1.7658
H 0.9224 -0.6984 1.9166
H -1.6303 -1.7360 2.2170
*
```

Entry from the OMol25 dataset: a cluster of 2 separate species, C9H14 in total in a non-equilibrium geometry (ωB97M-V/def2-TZVPD).

Computed properties:
- SMILES string = Cc1ccccc1.CC
- HOMO-LUMO gap (eV) = 10.0
- energy above the lowest of the compared OMol25 structures with the same formula, charge and spin (eV) = 3.376
- E_LUMO (eV) = 0.99

ORCA input file:
```
! wB97M-V def2-TZVPD RIJCOSX def2/J DEFGRID3
* xyz 0 1
C 1.1273 -1.1752 -2.4528
C -1.9441 0.2111 0.2363
C -2.1415 -0.7676 -0.7650
C -0.6849 0.7889 0.2020
C -1.1737 -1.2708 -1.6014
C 0.2684 0.4321 -0.8332
C 0.0574 -0.6223 -1.5736
H -2.6289 0.7410 0.9340
H -3.2608 -0.9696 -1.1212
H -0.4842 1.6082 0.9287
H -1.4941 -2.2252 -2.1489
H 1.2614 0.8895 -0.9181
H 2.1983 -1.3075 -2.0612
H 1.2389 -0.5162 -3.2849
H 0.6418 -2.1759 -2.8210
C 2.2299 1.3429 2.5701
C 1.1185 0.6062 3.0840
H 2.2170 2.4826 2.8251
H 3.0819 1.3021 3.3206
H 2.3902 1.3049 1.4820
H 0.0507 0.9475 2.5508
H 1.1231 -0.4644 3.0872
H 0.5203 1.1113 4.0285
*
```

Entry from the OMol25 dataset: a structure of composition C6H7NO2 in a non-equilibrium geometry (ωB97M-V/def2-TZVPD).

Computed properties:
- HOMO-LUMO gap (eV) = 9.2
- energy above the lowest of the compared OMol25 structures with the same formula, charge and spin (eV) = 9.151
- E_LUMO (eV) = 0.20

ORCA input file:
```
! wB97M-V def2-TZVPD RIJCOSX def2/J DEFGRID3
* xyz 0 1
C 0.9856 0.1236 0.6882
C 0.0505 -1.1126 0.6482
C -0.7415 -0.3896 -0.4351
C -2.0005 -0.2315 -0.8828
C -0.8072 1.4622 -1.2004
C 0.0644 0.7618 -0.4328
H 2.1337 0.8466 -1.1353
H 3.0712 -0.8469 0.3007
H 0.8908 0.7352 1.5584
H 0.7901 -1.8322 0.3269
H -0.5649 -0.7412 2.3518
H -2.8367 -0.9005 -1.0496
H -1.0302 2.5901 -1.2856
N 2.3687 0.3372 0.2348
O -0.4739 -1.7377 1.8657
O -1.9001 0.9355 -1.5530
*
```

Entry from the OMol25 dataset: a cluster of 6 separate species, C12H30O12 in total in a non-equilibrium geometry (ωB97M-V/def2-TZVPD).

Computed properties:
- SMILES string = COC(=O)OC.COC(=O)OC.COC(=O)OC.CO.CO.CO
- HOMO-LUMO gap (eV) = 10.5
- energy above the lowest of the compared OMol25 structures with the same formula, charge and spin (eV) = 0.000
- E_LUMO (eV) = 0.37

ORCA input file:
```
! wB97M-V def2-TZVPD RIJCOSX def2/J DEFGRID3
* xyz 0 1
C -0.5378 0.8130 -0.4547
O -1.6114 0.8876 -1.3521
H -0.7434 1.5166 0.3521
H -0.4592 -0.1362 0.0753
H 0.4472 1.0263 -0.8701
H -1.4803 0.3089 -2.1067
C -2.8852 6.0737 -1.5601
O -3.6942 4.9429 -1.7758
H -3.5104 6.9621 -1.6486
H -2.4741 6.0537 -0.5508
H -2.0516 6.0520 -2.2620
H -3.1818 4.1413 -1.6474
C 1.3098 -2.5229 -5.5936
O 0.3025 -1.5969 -5.3953
H 0.8948 -3.1794 -6.3583
H 2.2675 -2.1119 -5.9132
H 1.5328 -2.9957 -4.6372
H 0.2191 -1.1724 -6.2523
C -1.5222 0.9755 5.8710
O -0.5531 1.9100 5.8151
C 0.5584 1.7485 5.1463
O 0.9422 0.7379 4.5166
O 1.1925 2.8860 5.2069
C 2.4955 3.0690 4.7657
H -1.6043 0.4062 6.7970
H -1.4685 0.3176 5.0037
H -2.5279 1.3682 5.7209
H 3.1587 2.6211 5.5057
H 2.7308 4.1111 4.5497
H 2.7608 2.5235 3.8601
C -2.8932 -4.3068 1.5673
O -3.8492 -3.6536 0.8082
C -5.0796 -4.1622 0.6405
O -5.4822 -5.2664 0.9224
O -5.7197 -3.2202 0.0817
C -7.1415 -3.3299 -0.1976
H -2.0263 -4.4006 0.9132
H -3.1494 -5.3443 1.7819
H -2.5210 -3.7076 2.3983
H -7.7194 -3.6623 0.6647
H -7.3352 -4.0327 -1.0078
H -7.4580 -2.3403 -0.5272
C 5.8004 -0.7759 0.3391
O 5.3094 -0.0744 -0.7896
C 5.9459 -0.1097 -1.9500
O 7.0646 -0.5758 -2.0821
O 5.1325 0.4871 -2.7990
C 5.5930 0.8687 -4.0494
H 6.8230 -0.4656 0.5543
H 5.9319 -1.8271 0.0828
H 5.0988 -0.6298 1.1603
H 6.0467 0.0077 -4.5402
H 6.3455 1.6573 -4.0568
H 4.7758 1.1271 -4.7228
*
```

Entry from the OMol25 dataset: a structure of composition C2H4BiO2 in a non-equilibrium geometry (ωB97M-V/def2-TZVPD).

Computed properties:
- HOMO-LUMO gap (eV) = 6.4
- energy above the lowest of the compared OMol25 structures with the same formula, charge and spin (eV) = 2.684
- E_LUMO (eV) = -18.63

ORCA input file:
```
! wB97M-V def2-TZVPD RIJCOSX def2/J DEFGRID3
* xyz 3 1
O 0.2921 1.4186 0.1255
H 0.1231 2.3646 0.2293
O 0.7514 -1.0410 -0.0361
Bi 2.0983 0.4525 -0.1273
H 0.8936 -1.9940 -0.0792
C -0.5996 -0.6712 -0.1305
C -0.8386 0.6859 -0.0711
H -1.2228 -1.2763 -0.7909
H -1.4975 0.0609 0.8803
*
```